{"formula": "C2H18NO5", "method": "ωB97M-V/def2-TZVPD", "species": ["C", "C", "N", "H", "H", "H", "H", "H", "H", "H", "H", "H", "H", "O", "H", "H", "O", "H", "H", "O", "H", "H", "O", "H", "H", "O"], "xyz": [[-1.4736, 0.0586, -2.4853], [0.0244, 0.4113, -2.6708], [0.7828, 0.0883, -1.4413], [-2.0720, 0.9650, -2.5778], [-1.8129, -0.5235, -3.3481], [-1.6675, -0.3017, -1.4722], [0.4445, -0.1766, -3.4707], [0.1372, 1.4639, -2.9031], [0.5334, -0.8597, -1.1355], [0.5507, 0.7270, -0.6543], [1.7892, 0.0173, -1.5691], [-0.1654, -1.2465, 4.4210], [-0.6101, 0.1299, 3.9835], [0.1873, -0.4254, 4.0561], [0.1988, 1.1433, 1.2657], [-1.2015, 1.7555, 0.9136], [-0.3198, 1.5828, 0.5680], [2.4188, -0.2644, 1.7298], [1.0448, -0.5732, 2.4762], [1.4664, -0.1508, 1.7037], [1.9471, -3.0182, -2.6959], [3.1414, -2.0496, -2.7683], [2.3310, -2.2365, -2.2789], [-3.0540, 0.6203, 3.1732], [-2.4176, 1.7909, 3.8998], [-2.2035, 1.0720, 3.2809]], "forces_ev_per_angstrom": [[0.296, 1.128, -0.532], [-0.860, -0.063, -0.123], [0.179, -0.664, 0.509], [0.093, 0.153, 0.187], [0.015, -0.565, 0.738], [-0.152, -0.567, -0.425], [0.249, -0.108, -0.195], [0.266, 0.074, 0.105], [0.049, 0.241, 0.028], [-0.293, 0.050, -0.095], [0.057, 0.249, -0.202], [0.226, -0.007, 0.087], [0.164, 0.035, -0.169], [-0.512, -0.256, 0.070], [-0.037, 0.099, 0.110], [0.077, -0.033, 0.125], [0.082, 0.007, -0.100], [-0.038, -0.070, 0.381], [0.333, 0.206, 0.313], [-0.233, -0.026, -0.778], [0.169, 0.064, 0.045], [-0.054, -0.206, 0.024], [-0.112, 0.188, -0.103], [0.262, -0.019, -0.029], [0.202, -0.176, -0.257], [-0.429, 0.264, 0.285]], "mulliken_charge": [-0.9830, -0.3482, -0.1800, 0.2890, 0.3111, 0.3344, 0.3554, 0.3191, 0.3556, 0.2078, 0.3718, 0.3241, 0.3770, -0.6951, 0.3684, 0.2972, -0.6980, 0.2933, 0.3839, -0.6782, 0.3174, 0.3274, -0.6290, 0.3312, 0.3430, -0.6954], "homo_energy_ha": -0.5364, "charge": 1, "e_tot_ev": -14088.62660, "e_lumo_ev": -2.58, "orbital_gap_ev": 12.013}